Computed, not measured: 7 unconnected molecules or ions with the total composition C36H77N7O8 in a non-equilibrium geometry, with ωB97M-V/def2-TZVPD.

Structure (ORCA input):
```
! wB97M-V def2-TZVPD RIJCOSX def2/J DEFGRID3
* xyz 0 1
C -1.90040 -3.87608 -4.96556
C -2.50902 -2.92320 -5.80378
C -2.60292 -1.73850 -5.07797
N -1.83950 -1.93242 -3.94799
C -1.37360 -3.15893 -3.85366
H -1.82073 -4.94706 -5.07976
H -2.94188 -3.07447 -6.78161
H -3.21693 -0.86246 -5.22612
H -1.85737 -1.15398 -3.30471
H -0.89108 -3.43545 -2.92786
C -1.44562 3.77600 -4.54756
C -2.14621 3.78662 -3.37113
C -2.79095 5.01320 -3.25408
N -2.51530 5.70495 -4.33569
C -1.73549 4.99516 -5.21018
H -0.91619 2.93588 -4.97218
H -2.29885 2.85852 -2.84034
H -3.57901 5.35291 -2.59836
H -3.07259 6.49256 -4.63436
H -1.49379 5.45766 -6.15573
C 5.19707 4.31592 5.11175
O 6.55016 3.98192 4.63071
C 7.41482 5.13556 4.56241
C 8.76821 4.89602 3.94562
N 9.47805 6.16416 3.56928
C 10.46265 6.12878 2.46807
C 11.04794 7.47633 2.27642
O 12.15659 7.65207 3.08676
C 12.74927 8.93274 3.20135
H 4.61710 3.42202 5.34128
H 4.66945 4.95598 4.40461
H 5.22544 4.85908 6.05635
H 7.39615 5.67847 5.50740
H 6.88626 5.85982 3.94260
H 8.55027 4.33374 3.03763
H 9.41198 4.30068 4.59310
H 8.92102 7.00109 3.66614
H 9.95542 5.96616 1.51709
H 11.30443 5.44529 2.57923
H 10.26226 8.20888 2.46128
H 11.42097 7.54076 1.25427
H 12.07023 9.72591 3.51421
H 13.27115 9.29761 2.31669
H 13.49007 8.92435 4.00088
C 5.55122 8.39541 3.46174
O 6.13483 8.09734 2.25597
C 5.35013 8.56796 1.18793
C 5.78655 7.85002 -0.08534
N 5.48765 6.39585 -0.09560
C 5.84760 5.88021 -1.41415
C 5.77203 4.26231 -1.32387
O 7.02060 3.67097 -0.99330
C 6.85740 2.49846 -0.27874
H 5.52125 9.48406 3.41652
H 6.21959 8.07811 4.26218
H 4.57938 7.90380 3.50596
H 5.45222 9.65085 1.25889
H 4.32337 8.22876 1.32506
H 6.82231 8.07597 -0.33883
H 5.15024 8.25889 -0.87022
H 6.14945 5.87555 0.46244
H 6.88981 6.14749 -1.58871
H 5.18681 6.29899 -2.17314
H 5.52089 3.77395 -2.26543
H 5.00893 3.91441 -0.62764
H 7.76120 2.01851 0.09661
H 6.22954 1.80459 -0.83770
H 6.27108 2.68853 0.62026
C -6.05683 -9.11711 -0.70097
O -5.13921 -8.29922 -1.48405
C -4.04264 -8.83254 -2.17676
C -4.45312 -9.51791 -3.48767
N -5.14114 -10.78629 -3.26021
C -5.33054 -11.51710 -4.49521
C -6.24977 -10.70327 -5.45927
O -7.34092 -10.23958 -4.69653
C -8.07167 -9.11164 -5.23295
H -5.43673 -9.93012 -0.32338
H -6.87587 -9.51106 -1.30269
H -6.67689 -8.58871 0.02319
H -3.33477 -9.30513 -1.49582
H -3.50416 -7.93941 -2.49374
H -3.54454 -9.63543 -4.07822
H -5.16477 -8.85783 -3.98361
H -6.06741 -10.61071 -2.89785
H -5.87674 -12.43589 -4.28167
H -4.58824 -12.09333 -5.04752
H -6.58511 -11.40872 -6.21953
H -5.71716 -9.97042 -6.06539
H -7.37069 -8.33047 -5.52705
H -8.74143 -8.86975 -4.40770
H -8.59874 -9.45601 -6.12273
C -5.49842 -3.20439 -1.03189
O -4.97732 -2.71418 0.22648
C -4.69255 -1.31201 0.15174
C -3.84996 -0.80469 1.34790
N -2.40321 -0.98147 1.17782
C -1.58404 -0.41392 2.19146
C -0.03027 -0.37911 1.85514
O 0.33075 -1.73679 1.86258
C 1.73365 -2.02400 1.75215
H -4.68463 -3.36609 -1.73878
H -6.25247 -2.53938 -1.45293
H -5.95210 -4.19141 -0.94211
H -5.63379 -0.76691 0.08081
H -4.16982 -1.08386 -0.77714
H -4.22815 -1.23902 2.27333
H -4.13410 0.24753 1.36178
H -2.11892 -1.94607 1.08379
H -1.81380 -0.90656 3.13624
H -1.92753 0.61675 2.28000
H 0.38695 0.29324 2.60478
H 0.14217 0.06919 0.87667
H 1.94950 -3.04434 1.43526
H 2.24500 -1.95768 2.71247
H 2.10379 -1.37320 0.95997
C -11.58844 -4.34834 4.98393
C -10.18885 -4.81807 4.71792
C -9.50866 -3.67663 3.89181
C -9.44308 -2.35018 4.53525
N -9.37275 -1.30600 5.02496
H -11.68734 -3.31331 5.31111
H -12.23633 -5.06085 5.49449
H -12.05026 -4.31830 3.99706
H -10.12877 -5.78697 4.22220
H -9.75000 -4.92534 5.70988
H -9.83861 -3.58735 2.85679
H -8.46161 -3.97752 3.92707
*
```

* E_LUMO: 0.0177 hartree
* molecular weight: 736.05 g mol⁻¹
* HOMO-LUMO gap: 8.5 eV